{"formula": "C36H52BrN3OP2Zn", "method": "ωB97M-V/def2-TZVPD", "symbols": ["N", "C", "C", "C", "C", "C", "C", "Zn", "P", "C", "C", "C", "C", "C", "C", "C", "Br", "H", "H", "H", "H", "H", "H", "H", "H", "H", "H", "P", "C", "C", "H", "H", "H", "H", "H", "C", "C", "H", "H", "H", "H", "H", "C", "C", "H", "H", "H", "H", "H", "C", "C", "H", "H", "H", "H", "H", "C", "C", "H", "H", "H", "H", "H", "C", "C", "H", "H", "H", "H", "H", "C", "N", "N", "C", "O", "C", "C", "C", "C", "C", "C", "C", "C", "C", "H", "H", "H", "H", "H", "H", "H", "H", "H", "H", "H", "H"], "coordinates": [[-5.73, -1.66, 2.88], [-5.23, -0.63, 3.56], [-4.84, 0.57, 2.95], [-4.98, 0.66, 1.55], [-5.61, -0.39, 0.85], [-5.92, -1.56, 1.56], [-4.47, 1.81, 0.87], [0.21, 0.90, -2.00], [3.20, 0.34, -2.45], [-4.97, 2.19, -0.36], [-3.96, 2.60, -1.29], [-3.83, 1.88, -2.51], [-2.52, 1.50, -2.84], [-1.57, 1.71, -1.85], [-1.60, 2.80, -0.98], [-2.86, 3.30, -0.70], [1.16, 2.22, -3.66], [-3.74, 2.42, 1.40], [-5.97, 2.00, -0.70], [-4.44, 1.40, 3.51], [-5.83, -0.31, -0.22], [-5.10, -0.72, 4.64], [-6.33, -2.44, 1.03], [-4.71, 1.48, -3.05], [-3.02, 4.03, 0.10], [-2.24, 1.00, -3.78], [-0.67, 3.18, -0.56], [-0.39, -1.30, -1.68], [3.87, 1.97, -1.85], [5.16, 2.59, -2.37], [3.93, 1.85, -0.74], [3.04, 2.69, -2.01], [5.45, 3.40, -1.69], [6.01, 1.90, -2.40], [5.02, 3.01, -3.37], [3.06, -0.30, -4.19], [4.02, 0.25, -5.23], [2.01, -0.20, -4.51], [3.21, -1.40, -4.08], [3.50, 0.31, -6.19], [4.38, 1.23, -4.97], [4.86, -0.43, -5.37], [4.46, -0.81, -1.81], [5.89, -0.50, -2.20], [4.16, -1.81, -2.16], [4.31, -0.78, -0.72], [6.47, -1.44, -2.15], [5.98, -0.11, -3.22], [6.34, 0.20, -1.49], [0.42, -2.54, -0.61], [1.88, -2.83, -0.90], [-0.18, -3.46, -0.69], [0.31, -2.18, 0.43], [2.19, -3.72, -0.34], [2.07, -3.02, -1.96], [2.52, -2.00, -0.58], [-0.29, -2.04, -3.36], [-1.26, -1.51, -4.42], [-0.40, -3.12, -3.21], [0.75, -1.87, -3.69], [-1.05, -2.04, -5.37], [-2.31, -1.71, -4.16], [-1.13, -0.44, -4.61], [-2.14, -1.36, -1.15], [-2.33, -1.78, 0.30], [-2.68, -2.01, -1.85], [-2.53, -0.35, -1.28], [-3.39, -1.76, 0.56], [-1.94, -2.78, 0.50], [-1.81, -1.07, 0.96], [1.56, 0.40, 5.33], [1.56, 0.75, 3.93], [0.56, 0.39, 3.11], [0.81, 0.84, 1.82], [0.08, 0.58, 0.83], [2.02, 1.61, 1.95], [2.44, 1.51, 3.26], [3.61, 2.08, 3.97], [-0.53, -0.39, 3.57], [-1.37, 0.12, 4.56], [-2.24, -0.74, 5.22], [-2.34, -2.07, 4.81], [-1.55, -2.56, 3.76], [-0.63, -1.72, 3.15], [2.60, 0.27, 5.65], [1.04, -0.54, 5.51], [1.09, 1.20, 5.93], [2.48, 2.15, 1.15], [3.29, 2.74, 4.78], [4.25, 1.29, 4.39], [4.21, 2.67, 3.26], [-1.29, 1.18, 4.82], [-2.85, -0.36, 6.05], [-3.07, -2.74, 5.29], [-1.65, -3.59, 3.42], [0.05, -2.06, 2.37]], "mulliken_charge": [-0.55, -0.61, -0.29, 0.91, -0.46, -0.52, -0.44, 0.05, 0.66, -0.55, 0.49, -0.75, 0.44, -0.53, 0.26, -0.86, -0.54, 0.30, 0.72, 0.47, 0.40, 0.50, 0.39, 0.42, 0.66, 0.32, 0.44, 1.40, -0.02, -1.49, 0.17, 0.22, 0.42, 0.25, 0.34, -0.31, -1.26, 0.23, 0.42, 0.41, 0.22, 0.35, -0.56, -1.57, 0.35, 0.50, 0.37, 0.35, 0.42, 0.60, -1.20, 0.67, -1.16, 0.52, 0.30, 0.14, -0.58, -1.24, 0.59, -0.08, 0.46, 0.31, 0.23, 0.43, -1.29, 0.74, -0.67, 0.10, 0.58, 0.07, -0.98, 0.02, 0.89, 0.47, -0.50, -1.16, 0.42, -1.65, -0.66, 0.27, -1.07, -0.53, -0.71, -0.07, 0.37, 0.37, 0.34, 0.43, 0.34, 0.37, 0.36, 0.70, 0.53, 0.41, 0.43, 0.54], "homo_lumo_gap_ev": [5.226, 4.703], "lumo_energy_ha": [-0.2785, -0.2978], "de_lowest_kj_mol": 508.6, "total_charge": 2, "e_tot_ev": -181713.61936, "fmax_ev_per_a": 2.23}